44
Properties=species:S:1:pos:R:3 method="wB97M-V/def2-TZVPD" spin_multiplicity=2 s_squared=0.75 energy_ha=-2294.7458 de_lowest_kcal_mol=80.6 total_charge=+2 homo_lumo_gap_ev="3.0 / 3.0"
Ce 0.27 1.39 0.90
P 2.22 -0.93 1.29
C 2.29 -1.60 -0.36
C 1.07 -1.55 -1.13
N -0.06 -0.81 -0.82
C -1.23 -1.28 -1.30
C -1.28 -2.36 -2.21
C -0.08 -2.89 -2.73
C 1.10 -2.36 -2.29
C -2.59 -0.77 -0.79
P -2.50 0.85 0.11
H 2.08 -2.73 -2.58
H -2.25 -2.77 -2.54
H -0.08 -3.71 -3.43
H -3.31 -0.67 -1.63
H -3.03 -1.50 -0.07
H 3.26 0.82 -1.68
H 3.09 -1.24 -0.97
H 0.52 5.48 -1.33
O 2.83 1.52 -1.21
H 2.25 2.00 -1.88
H 0.32 1.77 3.01
O 0.09 4.64 -1.08
H -0.77 4.41 -1.48
C -2.97 1.97 -1.27
H -4.03 1.84 -1.50
H -2.79 3.02 -0.96
H -2.37 1.76 -2.16
C -4.05 0.79 1.07
H -3.97 1.54 1.87
H -4.91 1.03 0.42
H -4.17 -0.20 1.51
C 2.08 -2.71 1.72
H 3.00 -3.18 1.34
H 1.92 -2.84 2.79
H 1.23 -3.09 1.13
C 4.00 -0.54 1.63
H 4.11 -0.38 2.71
H 4.63 -1.39 1.32
H 4.33 0.37 1.12
Cl -0.06 3.96 3.29
C 0.01 0.70 3.01
H 0.80 0.72 3.75
H -0.97 0.89 3.42